{
  "formula": "C2Cl2NS2",
  "method": "ωB97M-V/def2-TZVPD",
  "orbital_gap_ev": [5.3, 3.7],
  "total_charge": 1,
  "lumo_ev": [-7.730, -8.305],
  "spin_multiplicity": 1,
  "species": ["C", "C", "N", "S", "S", "Cl", "Cl"],
  "coordinates": [[-0.402, 0.181, 0.412], [-0.036, -2.892, -0.277], [-0.403, 1.369, 0.177], [0.495, 3.933, 0.797], [-0.940, 2.877, 0.060], [1.230, -3.790, 0.161], [0.057, -1.678, -1.331]],
  "nbo_charge": [0.25, 0.16, -0.75, -0.04, 0.56, 0.39, 0.44]
}

***

{
  "formula": "C2Cl2S",
  "method": "ωB97M-V/def2-TZVPD",
  "orbital_gap_ev": [5.3, 5.4],
  "total_charge": 0,
  "lumo_ev": [-3.822, -3.822],
  "spin_multiplicity": 1,
  "species": ["C", "C", "S", "Cl", "Cl"],
  "coordinates": [[0.226, 0.576, 0.037], [-0.845, -0.091, 0.083], [-2.215, -0.899, -0.022], [1.756, 0.957, -0.022], [2.584, -1.370, -0.001]],
  "nbo_charge": [-0.18, -0.17, 0.25, 0.53, -0.43]
}

***

{
  "formula": "C2Cl3F",
  "method": "ωB97M-V/def2-TZVPD",
  "orbital_gap_ev": [8.5, 7.5],
  "total_charge": 0,
  "lumo_ev": [-0.623, -0.996],
  "smiles": "FC(Cl)=C(Cl)Cl",
  "spin_multiplicity": 1,
  "species": ["F", "C", "Cl", "C", "Cl", "Cl"],
  "coordinates": [[-1.522, 0.754, -0.351], [-0.362, 0.966, 0.142], [0.623, 2.042, -0.709], [0.346, -0.767, 0.103], [1.904, -1.198, 0.462], [-0.989, -1.798, 0.353]],
  "nbo_charge": [-0.31, 0.30, 0.03, -0.22, 0.13, 0.07]
}

***

{
  "formula": "C2Cl3F",
  "method": "ωB97M-V/def2-TZVPD",
  "orbital_gap_ev": 8.0,
  "total_charge": 0,
  "lumo_ev": -1.393,
  "spin_multiplicity": 1,
  "species": ["C", "C", "F", "Cl", "Cl", "Cl"],
  "coordinates": [[-0.781, -1.424, -0.327], [0.935, 1.085, 0.902], [-1.429, -1.232, 0.714], [-1.808, -0.716, -1.651], [2.120, 2.285, 0.666], [0.963, 0.002, -0.304]],
  "nbo_charge": [0.29, -0.16, -0.30, -0.14, 0.07, 0.25]
}

***

In order of appearance, E = -50264.851; -37948.679; -42354.292; -42352.345 eV.
In order of appearance, ΔE to the lowest compared entry with this formula, charge and spin = 77.4; 73.6; 81.1; 126.0 kcal/mol.